Density functional theory data (ωB97M-V with the def2-TZVPD basis set) for C20H34Br14N2O5P2S2 as an isolated structure in a non-equilibrium geometry.

The calculation puts the energy at -1055355.87758 eV. The charge is 0. The gap between HOMO and LUMO is 0.277 Ha. The lowest unoccupied orbital energy is -1.00 eV. As for the spin multiplicity: 1. The calculation puts the largest force on an atom at 2.22 eV/Å.

Each line ends with the Löwdin charge.
Geometry (Å):
1 O -2.693 -3.082 3.500  -0.271
2 P -2.137 -2.834 2.170  0.433
3 O -0.545 -2.842 2.123  -0.149
4 O -2.549 -3.980 1.108  -0.155
5 C -2.703 -1.255 1.457  -0.187
6 C -4.033 -1.079 1.160  -0.544
7 S -5.225 -2.361 1.504  0.836
8 C -4.519 0.156 0.566  -0.351
9 P -6.260 0.559 0.054  0.826
10 O -7.101 0.789 1.436  -0.288
11 O -6.902 -0.778 -0.638  -0.312
12 C -3.659 1.183 0.322  -0.187
13 C -2.287 1.030 0.619  -0.373
14 N -1.312 1.930 0.411  -0.208
15 S 0.039 1.262 0.918  0.956
16 N -0.472 -0.181 1.402  -0.208
17 C -1.795 -0.176 1.188  -0.338
18 H -0.265 -3.725 1.840  0.022
19 H -2.770 -3.554 0.269  0.071
20 H -5.536 -2.063 2.774  -0.083
21 H -7.504 -0.027 1.771  0.052
22 H -6.239 -1.452 -0.830  0.021
23 H -4.033 2.094 -0.118  0.046
24 Br -2.613 6.388 0.395  0.604
25 C -3.119 6.145 2.257  -0.689
26 C -2.845 4.736 2.708  -0.662
27 Br -4.170 3.490 2.016  0.780
28 H -4.165 6.420 2.344  0.051
29 H -2.511 6.850 2.820  0.057
30 H -2.913 4.659 3.791  0.059
31 H -1.876 4.375 2.377  0.044
32 Br 1.326 -6.033 1.232  0.645
33 C 1.848 -4.984 -0.320  -0.671
34 C 0.764 -4.955 -1.363  -0.688
35 Br 0.660 -6.623 -2.353  0.625
36 H 2.777 -5.408 -0.687  0.054
37 H 2.034 -3.981 0.061  0.058
38 H 0.979 -4.192 -2.109  0.054
39 H -0.220 -4.782 -0.938  0.037
40 Br 4.192 0.559 -1.217  0.612
41 C 4.064 2.207 -2.242  -0.679
42 C 3.462 3.312 -1.415  -0.677
43 Br 1.543 3.081 -1.215  0.629
44 H 3.489 1.979 -3.133  0.051
45 H 5.084 2.460 -2.523  0.059
46 H 3.593 4.273 -1.909  0.062
47 H 3.879 3.358 -0.413  0.028
48 Br 2.978 -3.709 3.604  0.588
49 C 1.613 -4.413 4.796  -0.699
50 C 2.095 -4.486 6.219  -0.696
51 Br 3.311 -5.980 6.496  0.600
52 H 1.322 -5.381 4.400  0.033
53 H 0.776 -3.721 4.713  0.057
54 H 1.259 -4.665 6.890  0.059
55 H 2.624 -3.590 6.526  0.049
56 Br -1.742 5.739 -3.017  0.584
57 C -1.927 7.391 -4.025  -0.692
58 C -2.520 8.490 -3.183  -0.703
59 Br -4.433 8.254 -2.935  0.602
60 H -2.527 7.162 -4.899  0.049
61 H -0.918 7.654 -4.335  0.056
62 H -2.409 9.450 -3.682  0.056
63 H -2.078 8.541 -2.193  0.037
64 Br 4.902 1.883 2.466  0.600
65 C 6.676 1.561 1.744  -0.703
66 C 7.616 2.696 2.046  -0.692
67 Br 7.264 4.235 0.907  0.598
68 H 6.552 1.392 0.678  0.016
69 H 7.018 0.645 2.218  0.061
70 H 8.642 2.406 1.833  0.058
71 H 7.541 3.040 3.072  0.050
72 Br -0.752 -6.221 -6.476  0.601
73 C 1.012 -6.164 -7.285  -0.699
74 C 2.080 -5.920 -6.250  -0.701
75 Br 2.117 -4.064 -5.668  0.592
76 H 0.985 -5.398 -8.053  0.049
77 H 1.152 -7.137 -7.749  0.057
78 H 3.065 -6.111 -6.669  0.057
79 H 1.940 -6.523 -5.358  0.020

Density functional theory data (ωB97M-V with the def2-TZVPD basis set) for C20H26GeMoN2OS as an isolated structure in a non-equilibrium geometry.

The calculation puts the energy at -95376.16119 eV. The charge is +2. The gap between HOMO and LUMO (spin up / spin down) is 0.252 / 0.177 Ha. The lowest unoccupied orbital energy (spin up / spin down) is -7.50 / -9.49 eV. As for the spin multiplicity: 3. The calculation puts the largest force on an atom at 2.89 eV/Å. The expectation value of S² is 2.06.

Each line ends with the Löwdin charge.
Geometry (Å):
1 Mo -1.067 0.371 -0.084  1.479
2 S 1.735 -2.775 1.129  1.185
3 C 0.468 -2.656 2.310  -0.449
4 C 0.325 -3.689 3.237  -0.067
5 C -0.799 -3.755 4.032  -0.022
6 C -1.802 -2.792 3.913  -0.010
7 C -1.660 -1.742 3.029  0.009
8 C -0.511 -1.638 2.241  -0.255
9 N -0.329 -0.546 1.434  -0.076
10 C 0.797 -0.109 0.821  -0.481
11 C 1.295 1.916 -0.023  -0.280
12 C 2.268 2.880 -0.182  0.016
13 C 2.415 3.436 -1.447  -0.038
14 C 1.622 3.015 -2.506  -0.052
15 C 0.628 2.064 -2.310  -0.088
16 C 0.428 1.528 -1.052  -0.192
17 H 1.096 -4.442 3.295  0.122
18 H -0.912 -4.561 4.740  0.128
19 H -2.677 -2.850 4.539  0.129
20 H -2.409 -0.961 2.967  0.124
21 H 2.884 3.174 0.653  0.130
22 H 3.174 4.182 -1.610  0.120
23 H 1.767 3.436 -3.489  0.119
24 H 0.034 1.733 -3.152  0.086
25 C 3.449 -0.174 2.294  -0.020
26 N 3.220 -0.474 0.902  -0.214
27 C 4.414 -0.740 0.142  -0.019
28 C 1.999 -0.966 0.459  -0.392
29 O 1.116 1.208 1.175  -0.015
30 H 3.872 -1.029 2.832  0.110
31 H 2.532 0.136 2.790  0.101
32 H 4.172 0.640 2.350  0.113
33 H 4.961 -1.597 0.546  0.112
34 H 5.072 0.130 0.193  0.113
35 H 4.174 -0.935 -0.900  0.104
36 H 2.040 -1.138 -0.627  0.131
37 C -5.012 0.394 -1.969  -0.193
38 Ge -3.048 0.432 -2.249  0.869
39 C -2.513 2.027 -1.002  -0.225
40 C -2.391 0.708 -4.100  -0.194
41 C -2.065 -1.048 -1.259  -0.345
42 H -5.428 1.306 -2.395  0.038
43 H -5.267 0.342 -0.910  0.033
44 H -5.469 -0.450 -2.481  0.034
45 H -1.909 2.789 -1.501  0.045
46 H -2.069 1.818 0.053  -0.007
47 H -3.469 2.506 -0.761  0.058
48 H -2.321 1.768 -4.333  0.033
49 H -3.100 0.254 -4.788  0.034
50 H -1.425 0.231 -4.248  0.022
51 H -1.502 -1.680 -1.957  0.016
52 H -2.806 -1.677 -0.744  0.022

Density functional theory data (ωB97M-V with the def2-TZVPD basis set) for C18H24B3F4LaN4O6 as an isolated structure in a non-equilibrium geometry.

The calculation puts the energy at -51049.04194 eV. The charge is +2. The gap between HOMO and LUMO (spin up / spin down) is 0.161 / 0.070 Ha. The lowest unoccupied orbital energy (spin up / spin down) is -9.05 / -11.48 eV. As for the spin multiplicity: 1. The calculation puts the largest force on an atom at 4.72 eV/Å.

Each line ends with the Löwdin charge.
Geometry (Å):
1 La 0.252 -0.266 -1.748  2.230
2 C -1.190 3.350 -4.483  0.043
3 C -0.962 2.011 -3.882  -0.185
4 N 0.139 1.636 -3.340  -0.037
5 O 1.208 2.465 -3.323  0.148
6 B 2.408 1.902 -2.707  -0.927
7 F 3.323 2.817 -2.443  0.297
8 F 1.831 1.318 -1.290  -0.183
9 O 2.968 0.706 -3.335  0.139
10 N 2.141 -0.365 -3.356  -0.043
11 C 2.513 -1.461 -3.912  -0.184
12 C 3.849 -1.674 -4.525  0.037
13 C 1.450 -2.519 -3.907  -0.183
14 N 0.358 -2.149 -3.340  -0.056
15 O -0.704 -2.984 -3.341  0.142
16 B -1.913 -2.429 -2.703  -0.953
17 F -2.834 -3.355 -2.491  0.292
18 F -1.379 -1.882 -1.321  -0.131
19 O -2.469 -1.229 -3.354  0.150
20 N -1.651 -0.155 -3.347  -0.037
21 C -2.022 0.948 -3.888  -0.182
22 C -3.359 1.177 -4.493  0.044
23 C 1.619 -3.865 -4.511  0.043
24 H -0.347 4.002 -4.276  0.101
25 H -2.102 3.799 -4.088  0.111
26 H -1.309 3.264 -5.565  0.123
27 H 4.495 -0.829 -4.308  0.100
28 H 3.758 -1.774 -5.609  0.122
29 H 4.306 -2.588 -4.145  0.114
30 H -4.012 0.334 -4.286  0.101
31 H -3.272 1.294 -5.576  0.124
32 H -3.807 2.090 -4.100  0.112
33 H 2.562 -3.977 -5.036  0.093
34 H 0.788 -4.066 -5.188  0.118
35 H 1.550 -4.621 -3.725  0.124
36 C -1.400 -0.408 7.144  -0.018
37 C -0.764 0.816 6.398  -0.556
38 C 0.429 1.334 7.229  -0.025
39 C -1.821 1.906 6.264  -0.055
40 C -0.277 0.292 5.088  -0.111
41 C 0.741 -0.735 5.083  0.026
42 C 1.290 -1.244 3.936  0.051
43 C 0.814 -0.700 2.750  -0.168
44 O 1.158 -0.986 1.482  0.187
45 B 0.310 -0.227 0.682  -0.480
46 O -0.463 0.621 1.432  0.189
47 C -0.208 0.297 2.735  -0.155
48 C -0.781 0.786 3.865  0.092
49 H -1.769 -0.044 8.103  0.094
50 H -0.684 -1.204 7.337  0.081
51 H -2.235 -0.811 6.571  0.094
52 H 0.063 1.680 8.194  0.095
53 H 0.907 2.172 6.719  0.096
54 H 1.186 0.570 7.408  0.082
55 H -2.144 2.219 7.255  0.096
56 H -2.702 1.553 5.725  0.091
57 H -1.424 2.790 5.760  0.094
58 H 1.095 -1.123 6.028  0.120
59 H 2.045 -2.018 3.944  0.139
60 H -1.553 1.540 3.811  0.131

Q: Among the records above, which one has the highest energy?
A: C18H24B3F4LaN4O6